A structure of composition C19H29NO10P2RhS, computed with ωB97M-V/def2-TZVPD.

* gap between HOMO and LUMO (alpha / beta): 8.3 / 7.1 eV
* multiplicity: 5
* charge: -1
* ⟨S²⟩: 6.047
* M: 628.36 g mol⁻¹
* lowest unoccupied orbital energy (alpha / beta): 2.4956 / 0.6158 eV
* E: -74569.836 eV
* HOMO (alpha / beta): -5.80 / -6.53 eV

The geometry in XYZ format:
```
63
C19H29NO10P2RhS ωB97M-V/def2-TZVPD
H 3.696 2.331 0.624
C 0.121 -2.635 0.559
H -0.754 1.675 -1.449
C 0.795 -1.383 0.583
H -0.449 -5.325 0.366
H 3.160 -1.344 3.990
C 3.402 -2.122 3.264
H -3.382 -0.808 -3.797
H 2.890 3.449 -2.845
H -0.069 3.968 -0.648
H -0.013 2.025 0.911
C 0.956 2.782 -2.139
S -3.405 -2.402 -2.060
O -3.632 -3.816 -2.237
C 1.017 0.817 -0.547
P -2.380 0.232 2.519
H 2.416 1.860 -3.454
P -3.200 2.027 0.180
H -5.040 -1.103 -3.202
H 0.266 0.770 -2.567
O -4.709 1.675 0.653
H 3.617 -3.041 3.808
Rh -1.943 -0.648 -0.353
H -4.247 -2.306 -4.273
C 3.148 1.849 -1.415
C 0.460 -3.671 1.399
H -1.367 -4.712 1.735
O -1.513 0.586 3.646
H 3.047 0.027 -0.267
C 1.910 -1.279 1.455
H 1.794 -4.300 2.961
O -4.028 -1.816 -0.872
C 0.280 1.474 -1.728
H 1.729 3.796 1.064
H -5.004 2.384 1.245
H 1.434 4.692 -1.246
O -1.949 -2.050 -2.088
O -3.929 0.280 2.943
H 1.504 1.393 1.508
O -2.260 1.408 1.364
H 4.307 -1.814 2.738
C 2.257 -2.311 2.302
C 3.161 2.797 -0.211
H 3.690 3.720 -0.471
H 2.468 -0.358 1.531
C 2.458 0.536 -1.029
O -2.946 1.184 -1.055
C 1.722 3.112 0.211
H 0.394 3.221 -2.968
C 2.398 2.509 -2.573
H -0.666 -2.785 -0.174
O -2.997 3.484 0.116
C -0.358 -4.934 1.380
H 2.405 -0.130 -1.897
C -4.101 -1.564 -3.493
H -4.477 0.068 2.171
N 0.300 -0.400 -0.199
C 1.529 -3.500 2.278
O -2.146 -1.077 1.773
H 4.177 1.632 -1.721
H 0.076 -5.701 2.020
C 1.019 1.822 0.631
C 0.959 3.750 -0.952
```

Atom charges from the Löwdin analysis, given in e for atoms 1 to 4: atom 1 (H): 0.12, atom 2 (C): 0.01, atom 3 (H): 0.09, atom 4 (C): -0.25